{
  "formula": "CH3I2N",
  "method": "ωB97M-V with the def2-TZVPD basis set",
  "homo_lumo_gap_ev": 8.440,
  "homo_ev": -8.656,
  "e_lumo_ev": -0.22,
  "total_energy_ha": -689.9198,
  "species": ["C", "N", "I", "I", "H", "H", "H"],
  "xyz": [[-0.663, -0.366, 0.606], [1.322, -0.785, 0.222], [-1.226, 1.497, -0.158], [2.197, 1.056, -0.081], [-0.704, -0.251, 1.627], [-1.006, -1.260, 0.194], [1.788, -1.191, 0.983]],
  "nbo_charge": [-0.347, -0.835, 0.199, 0.254, 0.185, 0.206, 0.339]
}